[1]
{
  "formula": "FHNP",
  "method": "ωB97M-V/def2-TZVPD",
  "symbols": ["N", "P", "F", "H"],
  "positions_angstrom": [[2.18696, 1.22575, -0.06846], [1.07991, 0.27984, 0.02562], [1.54515, -1.33885, -0.02100], [-0.28645, -0.07137, -0.28788]],
  "mulliken_charge": [-0.357, 0.514, -0.294, 0.137],
  "largest_force_ev_per_a": 4.8,
  "total_charge": 0,
  "smiles": "N#[PH]F",
  "e_tot_ev": -13510.232,
  "e_above_lowest_kj_mol": 204.3
}

---

[2]
{
  "formula": "C2H12O3S2",
  "method": "ωB97M-V/def2-TZVPD",
  "symbols": ["C", "C", "S", "S", "H", "H", "H", "H", "H", "H", "O", "H", "H", "O", "H", "H", "O", "H", "H"],
  "positions_angstrom": [[-1.43617, -0.54725, 1.09106], [-2.33361, 0.51474, 0.53653], [-2.42076, 0.47213, -1.29030], [-0.58525, 0.31504, -2.26400], [-0.44484, -0.57026, 0.63246], [-1.83818, -1.53916, 0.87694], [-1.36667, -0.45636, 2.17643], [-2.07615, 1.52423, 0.84184], [-3.38690, 0.31433, 0.74065], [0.15799, -0.44696, -1.44994], [3.02431, 0.47324, -0.91716], [2.62535, -0.32296, -1.29644], [2.28780, 1.09534, -0.86735], [1.85880, -2.17415, -0.83882], [1.60222, -1.51479, -0.18322], [2.51789, -2.68900, -0.35452], [0.35294, 2.08534, 0.70214], [1.30902, 2.16468, 0.64294], [0.15223, 1.30183, 1.22077]],
  "mulliken_charge": [-0.867, -0.331, -0.058, -0.117, -0.078, 0.342, 0.376, 0.378, 0.342, 0.019, -0.639, 0.349, 0.311, -0.642, 0.310, 0.303, -0.567, 0.270, 0.300],
  "largest_force_ev_per_a": 1.2,
  "total_charge": 0,
  "smiles": "CCSS.O.O.O",
  "e_tot_ev": -30081.139,
  "e_above_lowest_kj_mol": 105.2
}

---

[3]
{
  "formula": "C18H34O15S3",
  "method": "ωB97M-V/def2-TZVPD",
  "symbols": ["C", "S", "O", "C", "H", "H", "H", "H", "H", "H", "C", "S", "O", "C", "H", "H", "H", "H", "H", "H", "C", "S", "O", "C", "H", "H", "H", "H", "H", "H", "C", "C", "O", "C", "O", "O", "H", "H", "H", "H", "C", "C", "O", "C", "O", "O", "H", "H", "H", "H", "C", "C", "O", "C", "O", "O", "H", "H", "H", "H", "C", "C", "O", "C", "O", "O", "H", "H", "H", "H"],
  "positions_angstrom": [[-4.24276, -1.87193, 1.62354], [-2.56027, -1.32413, 1.44861], [-2.51880, -0.13800, 0.52045], [-2.34289, -0.60106, 3.11025], [-4.60491, -2.17215, 0.63434], [-4.89117, -1.05021, 1.91109], [-4.32069, -2.77675, 2.27307], [-1.28976, -0.36169, 3.37632], [-2.68302, -1.30466, 3.85328], [-2.89841, 0.33533, 3.21638], [-6.56385, 2.77762, -1.74350], [-5.46031, 1.49128, -1.31997], [-4.74104, 1.11017, -2.60098], [-4.23623, 2.32627, -0.29723], [-5.86241, 3.62508, -2.06607], [-7.23501, 2.94666, -0.89954], [-7.07908, 2.49225, -2.68206], [-3.41865, 1.58981, -0.19806], [-4.62120, 2.48223, 0.68357], [-3.86060, 3.29129, -0.75198], [5.10989, 3.09601, -3.15400], [5.88414, 1.59886, -2.39903], [5.21400, 1.55704, -1.05475], [5.15046, 0.33217, -3.35056], [5.82210, 3.55428, -3.82897], [4.96685, 3.73534, -2.30846], [4.17778, 2.95336, -3.71321], [4.08307, 0.22867, -3.07863], [5.67396, -0.59326, -3.10516], [5.28311, 0.46061, -4.39623], [-0.65268, 3.46485, 3.32802], [-1.45875, 4.43182, 2.47708], [-2.82407, 4.13089, 2.65741], [-2.87703, 2.96462, 3.37691], [-3.94965, 2.42128, 3.52045], [-1.68486, 2.57164, 3.85329], [-0.12546, 3.87920, 4.15557], [0.05578, 2.90202, 2.72885], [-1.18617, 4.28372, 1.48850], [-1.20044, 5.47110, 2.78849], [6.25849, -3.79518, 1.59720], [6.34654, -4.51342, 0.26793], [5.45088, -3.87715, -0.68014], [4.89866, -2.82380, 0.01554], [4.15239, -2.04679, -0.51704], [5.16683, -2.89388, 1.36138], [7.11019, -3.16266, 1.72933], [5.87244, -4.34375, 2.47095], [6.13951, -5.61340, 0.25494], [7.34674, -4.34399, -0.06511], [2.29669, 0.34555, -0.27902], [1.06942, -0.37880, 0.15282], [0.20809, 0.70744, 0.69498], [0.73691, 1.89227, 0.29748], [0.27607, 2.99505, 0.56352], [1.93032, 1.75229, -0.40039], [2.73837, 0.01908, -1.23544], [3.19258, 0.20438, 0.35534], [1.29237, -0.98853, 1.00558], [0.41594, -0.78537, -0.62926], [-1.65976, -3.14573, -2.36930], [-3.03728, -2.87699, -1.87371], [-3.26710, -3.79046, -0.79240], [-2.18943, -4.56846, -0.64840], [-2.02051, -5.45537, 0.09225], [-1.19001, -4.17475, -1.58359], [-1.08295, -2.28503, -2.26250], [-1.65138, -3.44094, -3.42789], [-3.76183, -3.05299, -2.68343], [-3.07013, -1.87024, -1.48869]],
  "mulliken_charge": [-1.018, 0.510, -0.588, -0.837, 0.263, 0.390, 0.399, 0.258, 0.498, 0.011, -0.930, 0.533, -0.674, -0.418, 0.232, 0.337, 0.349, -0.087, 0.327, 0.395, -0.952, 0.456, -0.582, -0.745, 0.366, 0.326, 0.293, 0.138, 0.279, 0.428, 0.084, -0.175, -0.341, 0.719, -0.593, -0.349, 0.287, -0.155, 0.306, 0.243, -0.210, -0.313, -0.332, 0.600, -0.469, -0.318, 0.244, 0.240, 0.284, 0.250, 0.058, 0.105, -0.107, 0.473, -0.603, -0.276, -0.128, 0.161, 0.347, -0.008, -0.315, 0.119, -0.352, 0.672, -0.498, -0.363, 0.173, 0.277, 0.267, 0.039],
  "largest_force_ev_per_a": 2.8,
  "total_charge": 0,
  "e_tot_ev": -82431.874,
  "e_above_lowest_kj_mol": 0.0
}

---

[4]
{
  "formula": "Cl2H3N3",
  "method": "ωB97M-V/def2-TZVPD",
  "symbols": ["N", "N", "N", "Cl", "Cl", "H", "H", "H"],
  "positions_angstrom": [[-0.48606, -0.40442, 0.00383], [0.04044, 0.01948, -1.09306], [1.15401, 0.62661, -1.03968], [1.61417, 1.31989, -2.53030], [2.66756, -0.02831, 1.77284], [2.37983, 0.29412, 0.56400], [-1.25225, -0.92532, -0.21922], [-0.30493, 0.01923, -2.13570]],
  "mulliken_charge": [-0.618, 0.518, -0.345, -0.126, -0.294, 0.353, 0.208, 0.304],
  "largest_force_ev_per_a": 3.4,
  "total_charge": 0,
  "e_tot_ev": -29560.194,
  "e_above_lowest_kj_mol": 34.4
}